w | DFT (ωB97M-V/def2-TZVPD) results for C43H39CdCl2FN5O4 as an isolated structure.

The geometry in ORCA input format:
```
! wB97M-V def2-TZVPD RIJCOSX def2/J DEFGRID3
* xyz -1 1
Cd 0.021 -0.111 0.055
N 1.258 0.350 2.180
C 2.611 0.265 2.454
C 2.972 -0.041 3.774
C 4.280 -0.025 4.202
C 5.265 0.322 3.289
C 4.922 0.543 1.968
C 3.612 0.463 1.468
C 3.374 0.513 -0.021
C 4.504 0.705 -0.838
C 4.455 0.725 -2.219
C 3.250 0.489 -2.854
C 2.135 0.251 -2.064
C 2.123 0.277 -0.660
H 0.988 1.189 1.678
H 0.662 0.304 2.995
H 2.174 -0.254 4.476
H 4.524 -0.240 5.234
H 6.299 0.414 3.601
H 5.739 0.799 1.312
H 5.485 0.842 -0.408
H 5.358 0.910 -2.790
H 3.188 0.495 -3.939
H 1.206 0.022 -2.580
C -4.956 6.448 0.339
C -3.564 6.918 0.764
C -3.094 8.165 0.024
C -2.886 7.876 -1.458
C -2.004 6.668 -1.641
C -1.275 6.498 -2.800
C -0.456 5.387 -2.948
F 0.250 5.252 -4.099
C -0.349 4.438 -1.971
C -1.103 4.570 -0.803
C -1.024 3.481 0.202
O -0.391 2.467 -0.093
C -1.728 3.758 1.435
C -2.457 4.891 1.535
N -2.599 5.839 0.567
C -1.920 5.696 -0.623
C -1.693 2.861 2.717
O -2.399 3.283 3.651
O -0.964 1.856 2.657
H -5.687 7.254 0.430
H -5.274 5.622 0.974
H -4.940 6.091 -0.691
H -3.579 7.137 1.834
H -2.144 8.486 0.459
H -3.821 8.967 0.159
H -2.433 8.740 -1.947
H -3.851 7.703 -1.945
H -1.320 7.238 -3.589
H 0.302 3.578 -2.058
H -2.962 5.072 2.479
C 1.525 -4.662 -0.671
C 0.315 -5.292 -0.399
C -0.671 -4.591 0.267
C -0.435 -3.265 0.654
N 0.728 -2.671 0.382
C 1.672 -3.347 -0.258
C -1.485 -2.467 1.327
C -2.294 -3.088 2.283
C -3.309 -2.379 2.901
C -3.554 -1.069 2.512
C -2.744 -0.462 1.562
C -1.673 -1.125 0.958
H 2.323 -5.176 -1.191
H 0.147 -6.317 -0.710
H -1.631 -5.043 0.473
H 2.597 -2.806 -0.442
H -2.077 -4.106 2.592
H -3.901 -2.840 3.683
H -4.347 -0.503 2.988
H -2.942 0.571 1.306
N -0.965 -1.979 -2.154
C -0.435 -2.439 -3.074
N 0.207 -2.998 -4.091
C 1.494 -2.467 -4.525
C 2.343 -3.633 -5.006
O 1.674 -4.365 -6.023
C 0.450 -4.898 -5.549
C -0.492 -3.794 -5.085
H 1.974 -1.960 -3.689
H 1.352 -1.757 -5.352
H 2.561 -4.294 -4.158
H 3.276 -3.276 -5.438
H 0.640 -5.586 -4.714
H 0.011 -5.452 -6.379
H -1.393 -4.216 -4.644
H -0.772 -3.174 -5.946
Cl -1.224 1.206 -2.717
C -0.497 1.579 -4.290
Cl -1.701 1.638 -5.585
H 0.214 0.797 -4.534
H -0.014 2.548 -4.242
*
```

Calculated values
Gap between HOMO and LUMO ... 0.2574 Ha
E_HOMO ... -4.78 eV

x | DFT (ωB97M-V/def2-TZVPD) results for C43H39CdCl2FN5O4 as an isolated structure.

The geometry in ORCA input format:
```
! wB97M-V def2-TZVPD RIJCOSX def2/J DEFGRID3
* xyz -1 1
Cd 1.895 -0.346 -0.338
N 1.173 -2.302 -3.339
C 2.499 -2.152 -3.657
C 2.877 -1.607 -4.895
C 4.207 -1.547 -5.275
C 5.202 -2.031 -4.434
C 4.834 -2.552 -3.200
C 3.507 -2.608 -2.788
C 3.170 -3.220 -1.466
C 3.517 -4.568 -1.338
C 3.267 -5.260 -0.166
C 2.687 -4.591 0.894
C 2.350 -3.250 0.761
C 2.552 -2.505 -0.414
H 0.983 -2.453 -2.361
H 0.526 -1.620 -3.719
H 2.098 -1.239 -5.555
H 4.471 -1.125 -6.240
H 6.243 -1.985 -4.728
H 5.598 -2.904 -2.515
H 3.989 -5.067 -2.177
H 3.544 -6.303 -0.069
H 2.487 -5.090 1.834
H 2.275 -1.699 2.114
C -5.274 1.484 -4.418
C -5.626 1.341 -2.936
C -6.675 2.384 -2.570
C -6.791 2.590 -1.065
C -5.452 3.003 -0.523
C -5.318 3.913 0.502
C -4.051 4.223 0.984
F -3.953 5.123 1.991
C -2.925 3.640 0.481
C -3.043 2.703 -0.549
C -1.818 2.020 -1.041
O -0.708 2.426 -0.739
C -2.090 0.877 -1.901
C -3.328 0.708 -2.404
N -4.418 1.478 -2.099
C -4.305 2.405 -1.073
C -1.020 -0.120 -2.344
O -1.066 -0.433 -3.550
O -0.265 -0.603 -1.453
H -6.187 1.478 -5.017
H -4.627 0.682 -4.769
H -4.755 2.432 -4.578
H -6.040 0.343 -2.765
H -7.629 2.066 -2.993
H -6.406 3.336 -3.036
H -7.113 1.659 -0.588
H -7.539 3.351 -0.839
H -6.190 4.380 0.945
H -1.940 3.874 0.865
H -3.499 -0.097 -3.108
C -2.050 0.029 2.271
C -1.797 1.160 3.033
C -0.574 1.796 2.925
C 0.391 1.296 2.047
N 0.149 0.172 1.370
C -1.029 -0.436 1.460
C 1.713 1.949 1.815
C 2.017 3.135 2.491
C 3.241 3.756 2.322
C 4.181 3.176 1.483
C 3.864 2.008 0.798
C 2.625 1.367 0.913
H -3.003 -0.483 2.312
H -2.553 1.551 3.704
H -0.388 2.681 3.515
H -1.148 -1.323 0.847
H 1.295 3.596 3.154
H 3.462 4.680 2.847
H 5.155 3.640 1.354
H 4.627 1.579 0.162
N 1.856 -2.607 1.949
C 0.952 -3.163 2.753
N 0.680 -2.455 3.864
C -0.190 -3.037 4.867
C 0.613 -3.405 6.106
O 1.371 -2.304 6.599
C 2.210 -1.753 5.592
C 1.384 -1.293 4.402
H -0.653 -3.922 4.437
H -0.969 -2.316 5.141
H 1.284 -4.240 5.863
H -0.047 -3.703 6.921
H 2.929 -2.509 5.251
H 2.752 -0.927 6.052
H 2.016 -0.813 3.657
H 0.651 -0.558 4.738
Cl 1.783 1.418 -2.836
C 3.453 1.941 -3.122
Cl 4.645 0.724 -2.666
H 3.631 2.839 -2.544
H 3.566 2.109 -4.185
*
```

Calculated values
Gap between HOMO and LUMO ... 0.2468 Ha
E_HOMO ... -4.56 eV

Order of stability, best first: x, w

w | DFT (ωB97M-V/def2-TZVPD) results for a single CH4BrP molecule.

The geometry in ORCA input format:
```
! wB97M-V def2-TZVPD RIJCOSX def2/J DEFGRID3
* xyz 0 1
C 0.952 0.310 0.338
P -0.042 -1.296 0.179
Br 2.810 0.034 -0.197
H 0.635 1.068 -0.324
H 0.846 0.724 1.435
H -1.211 -0.242 -0.138
H 0.011 -1.288 -1.184
*
```

Calculated values
Gap between HOMO and LUMO ... 0.3929 Ha
E_HOMO ... -10.03 eV
Structure (SMILES) ... PCBr

x | DFT (ωB97M-V/def2-TZVPD) results for a 2-piece molecular cluster, CH4BrP overall.

The geometry in ORCA input format:
```
! wB97M-V def2-TZVPD RIJCOSX def2/J DEFGRID3
* xyz 0 1
C 0.075 0.074 0.703
P -0.382 0.057 -1.041
Br 1.654 -0.121 -2.043
H -0.119 -0.687 1.359
H -1.463 1.179 0.857
H 0.866 0.870 1.056
H -0.631 -1.372 -0.892
*
```

Calculated values
Gap between HOMO and LUMO ... 0.3194 Ha
E_HOMO ... -9.16 eV

Order of stability, best first: w, x

w | DFT (ωB97M-V/def2-TZVPD) results for C35H42N7O2PtSi as an isolated structure.

The geometry in ORCA input format:
```
! wB97M-V def2-TZVPD RIJCOSX def2/J DEFGRID3
* xyz 1 1
Pt -0.071 -0.088 0.862
N -4.247 0.218 0.354
C -2.941 0.434 0.247
N -2.061 -0.215 0.952
C -2.430 -1.210 1.867
N -1.540 -1.873 2.538
N -0.266 -1.460 2.205
C 0.788 -1.948 2.748
C 2.040 -1.421 2.202
C 3.284 -1.853 2.613
C 4.414 -1.337 1.988
C 4.257 -0.429 0.961
C 2.977 -0.033 0.593
N 1.899 -0.491 1.215
C -3.854 -1.465 2.020
C -4.346 -2.421 2.915
C -5.703 -2.630 3.022
C -6.591 -1.890 2.237
C -6.126 -0.945 1.347
C -4.754 -0.735 1.244
H -4.881 0.759 -0.214
H -2.562 1.174 -0.453
H 0.743 -2.698 3.527
H 3.366 -2.586 3.403
H 5.400 -1.656 2.297
H 5.105 -0.017 0.434
H 2.810 0.659 -0.219
H -3.642 -2.984 3.510
H -6.084 -3.365 3.716
H -7.655 -2.056 2.330
H -6.811 -0.370 0.737
C -1.441 3.549 -2.406
C -0.686 4.002 -1.153
C -1.668 4.096 0.022
C -0.092 5.393 -1.403
Si 0.642 2.723 -0.746
O -0.109 1.293 -0.564
C 1.598 3.156 0.817
C 2.922 3.604 0.785
C 3.635 3.844 1.952
C 3.038 3.632 3.187
C 1.723 3.192 3.246
C 1.015 2.966 2.074
C 1.888 2.514 -2.142
C 2.679 3.545 -2.663
C 3.590 3.314 -3.682
C 3.735 2.036 -4.207
C 2.964 0.998 -3.707
C 2.053 1.237 -2.687
H -2.223 4.271 -2.661
H -1.917 2.575 -2.258
H -0.777 3.456 -3.268
H -2.520 4.729 -0.246
H -1.199 4.534 0.905
H -2.054 3.113 0.310
H -0.892 6.133 -1.497
H 0.484 5.421 -2.328
H 0.557 5.714 -0.585
H 3.419 3.754 -0.166
H 4.656 4.198 1.897
H 3.590 3.817 4.100
H 1.249 3.030 4.206
H -0.005 2.598 2.145
H 2.589 4.551 -2.269
H 4.189 4.129 -4.067
H 4.447 1.853 -5.001
H 3.069 0.000 -4.115
H 1.450 0.420 -2.304
C 1.721 -4.648 0.398
N 0.465 -4.749 -0.313
C -0.409 -5.822 0.116
C 0.021 -3.647 -1.005
O 0.505 -2.532 -0.837
N -1.014 -3.857 -1.885
C -1.126 -5.067 -2.683
C -1.641 -2.682 -2.460
H 2.322 -5.544 0.230
H 1.556 -4.555 1.479
H 2.263 -3.774 0.048
H -0.415 -5.872 1.210
H -0.083 -6.794 -0.262
H -1.427 -5.641 -0.215
H -0.316 -5.753 -2.450
H -1.053 -4.809 -3.742
H -2.078 -5.578 -2.522
H -1.471 -1.828 -1.808
H -2.713 -2.860 -2.576
H -1.223 -2.445 -3.443
*
```

Calculated values
Gap between HOMO and LUMO ... 0.2546 Ha
E_HOMO ... -10.74 eV

x | DFT (ωB97M-V/def2-TZVPD) results for C35H42N7O2PtSi as an isolated structure.

The geometry in ORCA input format:
```
! wB97M-V def2-TZVPD RIJCOSX def2/J DEFGRID3
* xyz 1 1
Pt 0.125 0.681 1.680
N -4.062 0.779 1.128
C -2.768 1.061 1.030
N -1.861 0.444 1.728
C -2.190 -0.583 2.630
N -1.274 -1.203 3.306
N -0.018 -0.724 2.993
C 1.055 -1.189 3.512
C 2.286 -0.591 2.990
C 3.545 -0.988 3.387
C 4.656 -0.406 2.786
C 4.466 0.538 1.797
C 3.171 0.901 1.445
N 2.111 0.369 2.039
C -3.598 -0.917 2.762
C -4.049 -1.919 3.628
C -5.393 -2.201 3.715
C -6.311 -1.488 2.940
C -5.888 -0.498 2.079
C -4.528 -0.216 1.993
H -4.720 1.296 0.565
H -2.427 1.833 0.347
H 1.040 -1.979 4.252
H 3.654 -1.746 4.151
H 5.653 -0.699 3.084
H 5.298 1.005 1.291
H 2.978 1.628 0.671
H -3.322 -2.457 4.220
H -5.742 -2.973 4.386
H -7.366 -1.713 3.014
H -6.597 0.055 1.477
C -1.215 4.351 -1.656
C -0.366 4.803 -0.464
C -1.274 5.037 0.750
C 0.336 6.119 -0.814
Si 0.868 3.433 -0.046
O 0.026 2.076 0.261
C 1.911 3.896 1.460
C 3.249 4.285 1.362
C 4.014 4.544 2.492
C 3.454 4.414 3.755
C 2.124 4.035 3.879
C 1.366 3.783 2.744
C 2.026 3.048 -1.480
C 2.873 3.979 -2.093
C 3.719 3.612 -3.129
C 3.742 2.297 -3.576
C 2.913 1.356 -2.984
C 2.064 1.730 -1.950
H -1.953 5.119 -1.910
H -1.752 3.423 -1.439
H -0.602 4.169 -2.542
H -2.071 5.743 0.494
H -0.719 5.458 1.591
H -1.743 4.110 1.095
H -0.404 6.917 -0.939
H 0.890 6.042 -1.750
H 1.028 6.434 -0.028
H 3.715 4.372 0.386
H 5.049 4.846 2.387
H 4.047 4.615 4.637
H 1.677 3.940 4.861
H 0.332 3.478 2.864
H 2.879 5.011 -1.761
H 4.362 4.352 -3.589
H 4.402 2.010 -4.384
H 2.924 0.330 -3.329
H 1.414 0.988 -1.496
C 1.745 -3.976 1.268
N 0.632 -3.947 0.344
C -0.384 -4.958 0.570
C 0.384 -2.771 -0.328
O 0.916 -1.711 -0.010
N -0.510 -2.839 -1.372
C -0.562 -3.976 -2.278
C -0.927 -1.578 -1.958
H 2.261 -4.936 1.196
H 1.407 -3.853 2.304
H 2.437 -3.174 1.026
H -0.563 -5.060 1.645
H -0.080 -5.935 0.184
H -1.319 -4.671 0.100
H 0.130 -4.750 -1.963
H -0.271 -3.654 -3.281
H -1.566 -4.403 -2.337
H -0.862 -0.790 -1.211
H -1.954 -1.670 -2.317
H -0.290 -1.295 -2.802
*
```

Calculated values
Gap between HOMO and LUMO ... 0.2546 Ha
E_HOMO ... -10.72 eV

Order of stability, best first: x, w